A molecular structure, C4H3LiO6Sc. Source: OMol25; level of theory: ωB97M-V/def2-TZVPD.

Structure (XYZ):
```
15
Properties=species:S:1:pos:R:3
O 3.5451 -0.5932 -0.2183
C 2.5878 0.2289 -0.3189
O 2.8210 1.4276 -0.6520
O 1.3731 -0.2146 -0.0773
C 0.3014 0.6686 -0.0460
O -1.9076 1.1241 -0.5868
C -2.9919 0.8743 -1.3968
C -0.8612 0.2516 -0.5585
O -3.0089 -0.1476 -2.1085
O -3.9057 1.7173 -1.3090
Sc 4.9165 0.9181 -0.7818
Li -4.8307 0.6173 -2.7412
H 0.4844 1.6677 0.3448
H -0.9656 -0.6751 -1.1244
H -1.8921 -1.7735 0.9003
```

For the LUMO energy (spin up / spin down), the calculation gives -5.6 / -5.7 eV. Its energy is -1373.6434 hartree. The largest force on an atom comes out at 2.0 eV Å⁻¹. The calculation puts the HOMO energy (spin up / spin down) at -11.56 / -11.47 eV. As for the net charge: +1. The relative energy (zero: lowest compared OMol25 entry of this formula, charge and spin) comes out at 0.0 kJ/mol. The calculation puts the frontier orbital gap (spin up / spin down) at 6.0 / 5.8 eV.

Atom charges from the Mulliken analysis, given in e for atoms 1 to 2:
1 O -0.620
2 C 1.142

A molecular structure, C23H50KN3O4SSi3Te. Source: OMol25; level of theory: ωB97M-V/def2-TZVPD.

Structure (XYZ):
```
86
Properties=species:S:1:pos:R:3
K 0.2345 -0.9655 0.2953
C 3.4911 -0.8540 0.8531
C 3.6054 -0.0432 -0.4639
N 2.4086 0.6841 -0.8703
C 2.3548 2.1068 -0.5631
C 1.0711 2.5766 0.1167
N 0.7464 1.8666 1.3352
C 1.6616 1.9530 2.4528
C 2.8887 1.0163 2.3794
N 2.5982 -0.2877 1.8356
H 4.5271 -0.9769 1.2242
H 3.1178 -1.8509 0.6145
H 3.8540 -0.7648 -1.2433
H 4.4582 0.6488 -0.3830
H 2.1995 0.5040 -1.8404
H 2.4631 2.7116 -1.4732
H 3.2145 2.3613 0.0599
H 0.2349 2.4427 -0.5770
H 1.1952 3.6667 0.2804
H -0.2011 2.0536 1.6329
H 1.0931 1.6922 3.3471
H 2.0467 2.9802 2.6077
H 3.3081 0.9645 3.3960
H 3.6711 1.4670 1.7676
H 2.2606 -0.9535 2.5149
C -2.5666 -2.0668 -0.9947
O -1.9677 -0.8044 -1.2165
Si -2.8850 0.5790 -1.5722
C -4.1904 0.0040 -2.8353
C -3.8696 0.8872 0.0089
C -1.8547 1.9219 -2.1401
Si -2.3011 3.5920 -1.6457
C -2.2475 3.9786 0.2098
C -4.0446 4.1390 -2.1943
C -1.1740 4.9442 -2.3668
Si -0.9870 1.6627 -3.7000
C -1.9336 2.3222 -5.2200
C 0.7328 2.4651 -3.8674
C -0.6125 -0.1461 -4.1084
H -3.3628 -2.2656 -1.7187
H -2.9960 -2.1275 0.0128
H -1.8072 -2.8455 -1.1018
H -4.9026 -0.7250 -2.4367
H -3.7346 -0.4188 -3.7343
H -4.7591 0.8877 -3.1419
H -4.4735 0.0031 0.2377
H -4.5509 1.7394 -0.0581
H -3.2016 1.0449 0.8604
H -2.8546 3.2973 0.8087
H -2.6131 4.9972 0.3811
H -1.2216 3.9281 0.5865
H -4.8116 3.4870 -1.7658
H -4.1287 4.0683 -3.2830
H -4.2725 5.1685 -1.8966
H -0.1509 4.8437 -1.9941
H -1.5542 5.9194 -2.0443
H -1.1373 4.9420 -3.4588
H -2.0999 3.4010 -5.1452
H -2.9168 1.8440 -5.2640
H -1.4105 2.1231 -6.1615
H 0.7954 3.4929 -3.5040
H 1.0201 2.4590 -4.9245
H 1.4790 1.8744 -3.3278
H -1.5034 -0.7699 -4.1972
H 0.0108 -0.6075 -3.3384
H -0.0683 -0.2020 -5.0575
Te -1.0315 -0.3090 3.7129
C -2.3774 -1.5326 4.7889
C -3.1393 -2.5177 4.1500
C -4.0218 -3.3238 4.8550
C -4.1750 -3.1726 6.2278
C -3.4279 -2.1998 6.8799
C -2.5458 -1.3960 6.1711
H -3.0308 -2.6501 3.0804
H -4.5945 -4.0778 4.3255
H -4.8642 -3.8019 6.7794
H -3.5319 -2.0645 7.9518
H -1.9693 -0.6421 6.6940
C 2.5439 -5.2716 -0.7145
S 1.4916 -3.8671 -1.0370
O 0.3647 -4.3950 -1.7876
O 2.3208 -2.9139 -1.7689
O 1.1312 -3.3690 0.2949
H 2.8472 -5.7011 -1.6675
H 1.9756 -5.9949 -0.1336
H 3.4134 -4.9325 -0.1543
```

For the LUMO energy, the calculation gives 4.0 eV. Its energy is -3506.4706 hartree. The largest force on an atom comes out at 0.5 eV Å⁻¹. The calculation puts the HOMO energy at -1.50 eV. As for the net charge: -2. The relative energy (zero: lowest compared OMol25 entry of this formula, charge and spin) comes out at 48.1 kJ/mol. The calculation puts the frontier orbital gap at 5.5 eV.

Atom charges from the Mulliken analysis, given in e for atoms 1 to 2:
1 K 0.681
2 C -0.681

A gas-phase ion, C3H8NO4S2 (charge -1). Source: OMol25; level of theory: ωB97M-V/def2-TZVPD.

Structure (XYZ):
```
18
Properties=species:S:1:pos:R:3
C -1.6293 -1.6484 1.2974
C 2.6131 1.7218 -0.7201
C -1.1771 -1.4031 -0.1132
N 3.0047 0.3862 -1.1734
O 1.4795 -1.4764 0.1153
O 3.6236 -0.1973 1.2345
O 0.2937 0.5604 0.4568
O 0.5362 -0.4858 -1.8095
S 3.3776 -0.7171 -0.1146
S 0.4701 -0.5625 -0.3611
H -1.2582 -2.5289 1.7610
H -1.4619 -0.7771 1.8107
H -2.7322 -1.8471 1.1532
H 1.9529 1.5542 0.2004
H 3.5649 2.2280 -0.4233
H 2.1526 2.3729 -1.4656
H -1.7813 -0.8231 -0.7752
H -1.2277 -2.3135 -0.7486
```

For the LUMO energy, the calculation gives 3.4 eV. Its energy is -1271.1871 hartree. The largest force on an atom comes out at 6.4 eV Å⁻¹. The calculation puts the HOMO energy at -4.61 eV. As for the net charge: -1. The relative energy (zero: lowest compared OMol25 entry of this formula, charge and spin) comes out at 143.5 kJ/mol. The calculation puts the frontier orbital gap at 8.0 eV.

Atom charges from the Mulliken analysis, given in e for atoms 1 to 2:
1 C -1.029
2 C -0.638

C4H10N2O in the gas phase. Source: OMol25; level of theory: ωB97M-V/def2-TZVPD.

Structure (XYZ):
```
17
Properties=species:S:1:pos:R:3
C -2.4851 -0.3396 -0.5152
C 0.9210 -1.0509 -0.7372
C 1.8468 -0.2357 0.1465
C 1.2502 0.9669 0.9107
H -2.8672 -1.3540 -0.5167
H -3.1427 0.2495 0.1454
H -2.5022 0.1517 -1.4789
H -1.0609 -0.3365 0.9121
H 1.3866 -1.7904 -1.3873
H 2.3086 -0.9456 0.8504
H 2.6341 0.0994 -0.4859
H 2.0890 1.3921 1.4578
H 0.4978 0.6182 1.6830
H -0.1902 1.7741 -0.1539
N -1.1124 -0.1727 -0.0447
N -0.3349 -0.9867 -0.8236
O 0.7614 1.9602 0.0374
```

Its SMILES is CN/N=C\CCO. For the LUMO energy, the calculation gives 0.9 eV. Its energy is -343.0901 hartree. The largest force on an atom comes out at 2.2 eV Å⁻¹. The calculation puts the HOMO energy at -8.71 eV. As for the net charge: 0. The relative energy (zero: lowest compared OMol25 entry of this formula, charge and spin) comes out at 292.4 kJ/mol. The calculation puts the frontier orbital gap at 9.6 eV.

Atom charges from the Mulliken analysis, given in e for atoms 1 to 2:
1 C -0.843
2 C -0.152

2 unconnected molecules or ions with the total composition C3H6Br2O. Source: OMol25; level of theory: ωB97M-V/def2-TZVPD.

Structure (XYZ):
```
12
Properties=species:S:1:pos:R:3
C -0.6558 0.3678 -1.4248
C -0.6377 -0.1287 1.1010
C -0.5406 -0.5289 -0.2210
O -0.1514 -0.7127 2.1923
Br 0.0096 -2.3440 -0.5307
Br 2.7707 0.6640 -0.6508
H -0.9293 1.3430 -1.2344
H 0.3759 0.4483 -1.7946
H -1.2467 -0.2164 -2.1041
H -1.0913 0.8144 1.2756
H 2.2771 0.3840 0.5329
H -0.1807 -0.0909 2.8585
```

Its SMILES is C/C(Br)=C/O.Br. For the LUMO energy, the calculation gives 0.4 eV. Its energy is -5341.1196 hartree. The largest force on an atom comes out at 4.1 eV Å⁻¹. The calculation puts the HOMO energy at -8.47 eV. As for the net charge: 0. The relative energy (zero: lowest compared OMol25 entry of this formula, charge and spin) comes out at 112.1 kJ/mol. The calculation puts the frontier orbital gap at 8.9 eV.

Atom charges from the Mulliken analysis, given in e for atoms 1 to 2:
1 C -0.992
2 C -0.008

A molecular structure, C8H22AgF6N2O2P. Source: OMol25; level of theory: ωB97M-V/def2-TZVPD.

Structure (XYZ):
```
42
Properties=species:S:1:pos:R:3
Ag -0.6468 0.0866 0.6481
P 0.8742 3.6128 1.0630
F 2.0848 4.6060 0.6287
F 1.8637 2.9611 2.2127
F 0.3254 4.7864 2.0718
F -0.2868 2.6082 1.6470
F -0.1320 4.0914 -0.0770
F 1.4264 2.4863 -0.0898
C 0.0255 -1.2688 3.6068
C 1.1894 -1.4529 2.6870
C 1.0358 -2.6859 1.7644
O 0.1255 -2.4052 0.7563
C -0.8755 -3.4078 0.5786
N 1.3441 -0.2567 1.8818
H -0.0001 -0.2896 4.0618
H 0.1091 -2.0951 4.3425
H -0.9380 -1.4581 3.0774
H 2.0945 -1.6223 3.3102
H 0.6888 -3.5575 2.2935
H 2.0451 -2.9381 1.2754
H -1.4150 -3.6424 1.4731
H -0.4787 -4.3572 0.1601
H -1.7323 -3.0365 -0.0750
H 1.4108 0.6183 2.4152
H 2.1333 -0.1955 1.1966
C -1.6459 2.3405 -3.1012
C -1.3835 1.1040 -2.1961
C -0.0744 0.2960 -2.6120
O -0.2845 -1.0946 -2.2837
C 0.5399 -1.9709 -2.9979
N -1.5907 1.4727 -0.7648
H -0.8359 3.0630 -3.0799
H -2.5041 2.8777 -2.8377
H -1.7976 1.9008 -4.0669
H -2.2366 0.4343 -2.4751
H 0.9187 0.6676 -2.1832
H -0.0139 0.4190 -3.7239
H 0.8081 -1.5846 -3.9848
H -0.0039 -2.9097 -3.0889
H 1.4739 -2.1836 -2.4197
H -2.5685 1.6314 -0.5256
H -1.0724 2.3490 -0.5687
```

For the LUMO energy, the calculation gives 0.2 eV. Its energy is -1665.7065 hartree. The largest force on an atom comes out at 2.3 eV Å⁻¹. The calculation puts the HOMO energy at -9.72 eV. As for the net charge: 0. The calculation puts the frontier orbital gap at 9.9 eV.

Atom charges from the Mulliken analysis, given in e for atoms 1 to 2:
1 Ag 0.576
2 P 1.153